# 1
# C5H13N2S

An isolated ion of composition C5H13N2S and charge +1 (ωB97M-V with the def2-TZVPD basis set, the Open Molecules 2025 dataset).

Last columns: bonded neighbours and bond lengths (Å).
Cartesian coordinates (Å):
1 S -2.44946 0.57701 0.27776  C5 1.818, C6 1.978
2 N 0.55241 0.26648 -1.88205  C7 1.413, H14 1.021, H15 1.041
3 N 0.35390 1.50345 0.44703  C8 1.511, H9 1.005, H13 1.106, H18 1.149
4 C 1.52578 -0.51829 1.22464  C8 1.545, H10 1.116, H16 1.096, H20 1.107
5 C -1.72965 -0.41852 -1.06279  S1 1.818, C7 1.784, H17 1.087, H19 1.061
6 C -1.00753 -0.23589 1.36128  S1 1.978, C8 1.539, H11 1.116, H12 1.109
7 C 0.03680 -0.56264 -0.86096  N2 1.413, C5 1.784, C8 1.500, H21 1.155
8 C 0.25541 -0.00254 0.51325  N3 1.511, C4 1.545, C6 1.539, C7 1.500
9 H 1.06239 2.11555 0.81173  N3 1.005
10 H 2.46515 -0.01915 0.88818  C4 1.116
11 H -0.88237 0.15847 2.39767  C6 1.116
12 H -1.10621 -1.34055 1.37606  C6 1.109
13 H -0.66283 1.93782 0.46775  N3 1.106
14 H 0.26397 -0.04466 -2.81049  N2 1.021
15 H 1.58550 0.32792 -1.77129  N2 1.041
16 H 1.62122 -0.40221 2.31003  C4 1.096
17 H -2.01106 -1.46305 -0.96131  C5 1.087
18 H 0.31082 1.49785 -0.70145  N3 1.149
19 H -1.96782 -0.07680 -2.03909  C5 1.061
20 H 1.56520 -1.61526 1.07859  C4 1.107
21 H 0.21838 -1.68499 -1.06455  C7 1.155

SMILES: C[C@]1([NH3+])CSC[C@H]1N
Energy: -705.71607 Eh
Total charge: +1
E_LUMO: -2.906 eV
HOMO energy: -13.13 eV

***

# 2
# C5H13N3

One molecule with the formula C5H13N3 (ωB97M-V with the def2-TZVPD basis set, the Open Molecules 2025 dataset).

Last columns: bonded neighbours and bond lengths (Å).
Cartesian coordinates (Å):
1 N 3.18396 0.24404 -0.01594  N3 1.364, H13 1.036, H17 1.015
2 N -0.21750 -1.02926 -0.16581  C5 1.442, C6 1.276
3 N 1.82743 0.20315 0.11776  N1 1.364, C6 1.361, H14 1.039
4 C -2.52570 -0.66996 -0.18720  C5 1.537, H9 1.101, H11 1.097, H20 1.110
5 C -1.17203 0.04523 -0.04644  N2 1.442, C4 1.537, C7 1.507, C8 1.549
6 C 1.04944 -0.88962 -0.11311  N2 1.276, N3 1.361, H18 1.084
7 C -1.03824 1.14924 -1.06288  C5 1.507, H12 1.094, H15 1.094, H16 1.114
8 C -1.13621 0.57998 1.40642  C5 1.549, H10 1.091, H19 1.121, H21 1.119
9 H -2.43092 -1.65263 0.30029  C4 1.101
10 H -1.51010 -0.18930 2.08312  C8 1.091
11 H -3.38004 -0.16358 0.27974  C4 1.097
12 H -1.86514 1.86002 -0.97929  C7 1.094
13 H 3.57491 -0.11620 -0.90548  N1 1.036
14 H 1.35940 1.11455 0.28929  N3 1.039
15 H -1.01730 0.75726 -2.08410  C7 1.094
16 H -0.11394 1.74495 -0.88214  C7 1.114
17 H 3.63494 -0.28484 0.72379  N1 1.015
18 H 1.67547 -1.74381 -0.34444  C6 1.084
19 H -1.71274 1.53044 1.55112  C8 1.121
20 H -2.75935 -0.86849 -1.25430  C4 1.110
21 H -0.07598 0.79684 1.68966  C8 1.119

SMILES: CC(C)(C)/N=C\NN
Energy: -362.52460 Eh
E_LUMO: 0.937 eV
HOMO energy: -8.77 eV